Entry from the OMol25 dataset: 5 unconnected molecules or ions with the total composition C40H45Cl2FO21S in a non-equilibrium geometry (ωB97M-V/def2-TZVPD).

```
110
Properties=species:S:1:pos:R:3:mulliken_charge:R:1
C 3.84898 -2.21628 1.31609 -1.04
C 3.27540 -0.69446 1.50975 -0.06
C 2.61471 -0.54413 3.00388 -0.42
C 2.31990 -0.15250 0.27881 0.52
C 0.80129 -0.75222 0.27142 -0.63
C -0.33036 0.09507 -0.50082 1.49
C 0.13271 0.27445 -2.09877 -0.74
C -0.09398 1.78791 -2.68053 -0.50
C 1.20757 2.69200 -2.24037 0.15
F 1.04264 4.14611 -2.56140 -0.24
C -1.67345 -0.90281 -0.59217 -0.81
C -2.60678 -0.84955 0.75888 -0.34
C -3.73292 0.34180 0.77620 -0.55
S -4.08619 0.97481 2.54014 1.09
O -5.58633 0.78604 2.94293 -0.64
O -3.82031 2.52450 2.65536 -0.55
O -3.17663 0.13548 3.73778 -0.51
O -0.78583 1.35412 -0.01732 -0.40
C -0.22675 1.90909 1.18438 0.30
O -0.09620 1.38990 2.40577 -0.52
C 0.19036 3.53096 1.09696 -0.07
Cl -1.08930 4.41172 2.11620 -0.12
C 1.74087 3.83572 1.50388 0.63
C 2.02100 4.11978 3.09102 -0.81
Cl 2.20064 5.44600 0.62400 -0.14
H 4.25098 -2.57077 2.38311 0.28
H 3.05350 -3.01434 0.99035 0.18
H 4.81917 -2.23100 0.62075 0.30
H 4.23043 0.02246 1.50331 0.29
H 2.54648 0.60039 3.24662 -0.09
H 3.40068 -1.02896 3.76065 0.15
H 1.61412 -1.13170 3.16749 0.21
H 2.38332 1.03227 0.23010 -0.52
H 2.83991 -0.52250 -0.73056 0.34
H 0.86206 -1.83246 -0.23482 0.13
H 0.39364 -0.97466 1.37157 -0.04
H 1.24427 -0.03952 -2.28866 0.23
H -0.52486 -0.44868 -2.78516 0.31
H -0.05060 1.70973 -3.87124 0.36
H -1.13326 2.26961 -2.43458 0.18
H 1.52944 2.51445 -1.12168 -0.21
H 2.13235 2.31760 -2.89584 0.25
H -1.35600 -2.00425 -0.91405 -0.40
H -2.31537 -0.45113 -1.48688 0.53
H -3.21256 -1.87651 0.77702 0.39
H -1.89412 -0.87782 1.68675 0.16
H -3.39030 1.31621 0.17775 0.18
H -4.77478 0.03792 0.31753 0.47
H -2.20049 0.28857 3.51600 0.38
H 0.04489 3.91988 -0.02131 0.19
H 2.50778 3.03753 1.09419 0.00
H 1.12827 3.89716 3.81145 0.25
H 2.91314 3.40964 3.43847 0.15
H 2.36497 5.25088 3.24539 0.34
C -2.08874 -4.97900 -2.02335 -0.90
C -2.70701 -6.15979 -1.95847 0.16
C -1.94675 -7.41954 -1.72892 0.87
O -2.54450 -8.48737 -1.65518 -0.61
C -0.48374 -7.32831 -1.60284 -0.86
C 0.13466 -6.14783 -1.67122 0.33
C -0.62840 -4.88564 -1.87311 0.91
O -0.03378 -3.81375 -1.91334 -0.62
O 1.50957 -6.05516 -1.55626 -0.59
O -4.07905 -6.25571 -2.10140 -0.47
H -2.62925 -4.05530 -2.18750 0.66
H 0.05833 -8.25340 -1.45416 0.43
H 1.71420 -5.09806 -1.63740 0.33
H -4.28417 -7.21206 -2.01423 0.35
C 0.59305 8.33076 -4.02120 -0.73
C 1.07397 7.59521 -3.01700 0.33
C 2.53155 7.55824 -2.71411 0.87
O 2.94172 6.88798 -1.77309 -0.48
C 3.43440 8.33782 -3.57534 -0.95
C 2.95361 9.07055 -4.58162 0.31
C 1.49372 9.12909 -4.86697 0.93
O 1.08009 9.82609 -5.78743 -0.62
O 3.79673 9.80345 -5.39662 -0.57
O 0.23382 6.84018 -2.21939 -0.55
H -0.46433 8.36856 -4.25108 0.43
H 4.49308 8.28795 -3.35526 0.44
H 3.20991 10.24738 -6.04706 0.35
H 0.82004 6.40110 -1.56530 0.15
C -8.05116 -4.00670 -5.85396 -0.83
C -6.79090 -3.69202 -5.54826 0.34
C -6.23210 -3.96403 -4.19498 0.89
O -5.06478 -3.68108 -3.94940 -0.58
C -7.12185 -4.56726 -3.19046 -0.86
C -8.38308 -4.87867 -3.49533 0.39
C -8.93316 -4.63197 -4.85647 0.85
O -10.09087 -4.94585 -5.11208 -0.61
O -9.22554 -5.44331 -2.55530 -0.57
O -5.95673 -3.10168 -6.47980 -0.58
H -8.46956 -3.81661 -6.83433 0.42
H -6.70832 -4.74319 -2.20568 0.45
H -10.08138 -5.57608 -3.01834 0.35
H -5.09921 -2.97450 -6.01854 0.34
C 6.48162 -1.57693 6.36330 -0.97
C 6.74586 -2.05121 7.58230 0.42
C 5.88114 -1.71543 8.74726 0.88
O 6.13828 -2.18156 9.85162 -0.60
C 4.73708 -0.81860 8.52052 -0.79
C 4.47504 -0.34166 7.30212 0.32
C 5.32358 -0.69969 6.13253 0.95
O 5.04675 -0.26034 5.02145 -0.59
O 3.40308 0.50382 7.08246 -0.57
O 7.83407 -2.87416 7.80741 -0.57
H 7.10048 -1.81475 5.50727 0.44
H 4.12727 -0.56834 9.37915 0.43
H 3.42503 0.70882 6.12225 0.30
H 7.80853 -3.08394 8.76637 0.35
```

Its HOMO-LUMO gap is 7.5 eV. Its SMILES is CC(C)CC[C@@](CCCF)(CCCS(=O)(=O)O)OC(=O)[C@@H](Cl)[C@H](C)Cl.O=C1C=C(O)C(=O)C=C1O.O=C1C=C(O)C(=O)C=C1O.O=C1C=C(O)C(=O)C=C1O.O=C1C=C(O)C(=O)C=C1O. The spin multiplicity is 1. The value obtained for the total energy is -123792.8239 eV. The calculation puts the HOMO energy at -9.63 eV. For the LUMO energy, the calculation gives -2.164 eV. The max |F| comes out at 0.1586 hartree/bohr.

---

Entry from the OMol25 dataset: a molecular structure, C40H45Cl58N2O7PS in a non-equilibrium geometry (ωB97M-V/def2-TZVPD).

```
154
Properties=species:S:1:pos:R:3:mulliken_charge:R:1
C 1.47004 -5.22261 -3.66369 -0.36
C 0.16341 -4.68301 -2.93047 -0.47
O 0.46130 -3.59481 -2.03959 0.05
C 1.00887 -4.06758 -0.81563 -1.00
C 1.56734 -2.81767 -0.00976 0.57
O 0.57516 -2.51502 0.98341 -0.33
N 0.52136 -1.12412 1.27973 0.88
C -0.54946 -1.00100 2.27162 -0.41
C -1.75612 -0.39484 1.85109 -0.81
C -2.77210 -0.25710 2.82516 -1.30
C -2.59884 -0.72271 4.14088 0.37
P -4.03626 -0.43575 5.28619 0.42
O -4.20929 1.21414 5.28082 -0.33
Cl -3.32863 -0.87463 7.21586 -0.24
C -1.40556 -1.35131 4.54877 -0.72
C -0.39719 -1.47610 3.59494 0.86
S 1.19310 -2.23335 3.97151 -0.28
C 2.28492 -1.09949 3.11050 1.14
C 1.81422 -0.64494 1.85245 -1.57
C 2.62786 0.27842 1.16442 0.11
C 3.83890 0.74017 1.70994 0.08
O 4.66666 1.66122 1.11977 -0.49
C 4.04487 2.43137 0.09329 -1.16
C 4.19722 1.67873 -1.27011 1.53
C 3.17468 2.13053 -2.34756 -1.07
O 5.55955 1.80803 -1.68074 -0.68
C 4.26938 0.24390 2.95505 0.66
N 5.50292 0.70871 3.54634 -0.53
C 3.50126 -0.68511 3.68043 0.68
C 3.96053 -1.21431 5.04476 -1.46
C 4.91884 -2.42089 4.77876 0.14
O 4.93109 -3.41957 5.44683 -0.59
O 5.80899 -2.24411 3.72485 -0.45
H 2.37510 -4.66119 -3.36869 -0.06
H 1.36467 -5.10980 -4.75743 0.00
H 1.53479 -6.29713 -3.42488 0.35
H -0.31577 -5.52178 -2.39083 0.33
H -0.54919 -4.26822 -3.66404 0.25
H 0.20850 -4.55135 -0.21611 0.38
H 1.79468 -4.84031 -0.95231 0.44
H 2.47997 -3.17275 0.50066 0.08
H 1.73288 -1.99679 -0.73523 -0.33
H -1.87862 -0.05646 0.82108 0.46
H -3.70266 0.22907 2.50755 0.87
H -3.72737 1.59375 4.52526 0.23
H -1.25284 -1.70685 5.57124 0.45
H 2.29774 0.62960 0.19420 0.08
H 4.60473 3.37615 -0.04058 0.39
H 3.00178 2.71895 0.30826 0.47
H 4.01193 0.60037 -1.08522 -0.33
H 3.68219 2.83173 -3.02720 0.47
H 2.34102 2.63147 -1.81969 0.31
H 2.77426 1.25083 -2.87383 -0.10
H 6.01241 0.99349 -1.43265 0.38
H 5.22290 1.54552 4.06922 0.17
H 6.10298 1.08775 2.81340 0.35
H 4.59362 -0.46736 5.55608 0.16
H 3.12183 -1.56286 5.65568 0.68
H 5.35037 -2.47429 2.90315 0.30
C 1.82257 -4.09434 -8.25412 -0.22
Cl 3.05460 -4.03616 -6.98941 -0.08
Cl 1.61217 -5.74574 -8.84284 -0.08
Cl 0.29067 -3.44597 -7.65969 0.10
H 2.15523 -3.47730 -9.08029 0.30
C 3.02955 0.82377 7.84216 -0.10
Cl 3.82573 2.22105 7.10829 -0.04
Cl 1.72485 0.24378 6.80562 0.05
Cl 4.19849 -0.46342 8.15711 -0.09
H 2.60086 1.13144 8.78778 0.23
C -4.23109 4.25419 2.46144 -0.13
Cl -3.37717 5.64933 1.80106 -0.13
Cl -5.54303 3.76355 1.38396 -0.06
Cl -3.08581 2.92855 2.79073 -0.07
H -4.67486 4.54172 3.40710 0.38
C 5.13934 6.21681 6.87793 -0.04
Cl 3.51889 6.00447 7.54993 -0.09
Cl 6.36576 5.93530 8.11341 -0.12
Cl 5.38390 5.14025 5.49994 -0.08
H 5.23257 7.23898 6.53164 0.35
C -5.84192 3.44782 -2.48573 -0.13
Cl -7.15134 3.03451 -1.37889 -0.13
Cl -5.05016 4.94292 -1.98519 0.02
Cl -4.67549 2.14039 -2.55407 -0.06
H -6.25874 3.60015 -3.47429 0.34
C 1.72745 0.47277 -7.65534 -0.13
Cl 0.05566 0.27751 -7.12841 -0.04
Cl 2.85446 0.13332 -6.33516 -0.08
Cl 2.07312 -0.56470 -9.04577 -0.11
H 1.86558 1.50268 -7.96125 0.37
C -7.86828 0.26495 7.55353 0.01
Cl -8.79724 0.67839 6.10788 -0.13
Cl -8.81986 -0.76312 8.63066 -0.13
Cl -6.34999 -0.52336 7.11638 -0.17
H -7.63475 1.18253 8.07970 0.28
C -7.26567 8.56270 -1.73391 0.00
Cl -8.90136 8.37124 -1.09918 -0.13
Cl -6.06836 8.19071 -0.48939 -0.09
Cl -7.02445 7.54035 -3.15322 -0.12
H -7.13567 9.59556 -2.03322 0.33
C 0.37883 8.29379 7.61992 0.31
Cl 0.55236 9.50402 8.89380 -0.10
Cl -1.29790 7.74668 7.50011 -0.12
Cl 0.93573 8.93483 6.07261 -0.10
H 0.99534 7.44117 7.87579 0.01
C -0.19712 0.35887 -2.29991 -0.02
Cl -1.21265 -0.91547 -2.97446 -0.14
Cl -1.07179 1.88401 -2.24084 -0.08
Cl 0.34629 -0.08956 -0.65056 0.20
H 0.66319 0.48650 -2.94888 0.04
C -1.46853 -5.11962 -11.59883 -0.07
Cl -0.54223 -6.61539 -11.77559 -0.09
Cl -2.85493 -5.36476 -10.53639 -0.12
Cl -0.44202 -3.82178 -10.98299 -0.07
H -1.83435 -4.82956 -12.57624 0.34
C 4.52121 -6.87795 5.60203 0.64
Cl 2.82579 -7.01492 6.07819 -0.13
Cl 5.58089 -7.21062 6.97524 -0.14
Cl 4.88071 -7.97195 4.26067 -0.14
H 4.69975 -5.86079 5.27079 -0.21
C -3.86713 -1.13318 -7.50089 -0.18
Cl -2.25696 -1.84138 -7.30557 0.03
Cl -4.36895 -0.34623 -6.00509 -0.07
Cl -3.89523 0.00869 -8.84690 -0.13
H -4.56276 -1.93429 -7.71949 0.34
C -0.23658 -0.33355 10.43888 -0.06
Cl 0.22550 1.32019 10.00862 -0.13
Cl -1.82190 -0.71761 9.77421 -0.08
Cl 0.96911 -1.48958 9.86773 -0.09
H -0.28817 -0.40152 11.51875 0.38
C -5.61076 -8.53458 -11.94544 -0.03
Cl -3.85214 -8.61620 -11.84129 -0.01
Cl -6.35374 -9.32510 -10.55172 -0.13
Cl -6.15444 -6.85733 -12.07182 -0.12
H -5.92349 -9.06000 -12.83965 0.30
C -2.33576 7.13566 -4.23218 -0.07
Cl -2.07577 5.48802 -3.65200 -0.03
Cl -1.76090 7.30649 -5.89426 -0.13
Cl -4.04370 7.57620 -4.11593 -0.06
H -1.76693 7.81097 -3.60468 0.30
C -2.00204 12.78181 7.90139 0.01
Cl -0.56082 13.59322 7.28080 -0.13
Cl -3.44197 13.31889 7.02903 -0.13
Cl -1.82123 11.02978 7.79699 -0.04
H -2.11892 13.04942 8.94446 0.29
C -1.31678 -11.45813 -10.86400 0.00
Cl -0.87542 -9.78467 -11.23991 -0.07
Cl -2.83005 -11.91374 -11.64764 -0.11
Cl -0.02151 -12.56004 -11.33969 -0.13
H -1.45311 -11.53806 -9.79241 0.30
C 4.87429 -2.67213 -2.21567 -0.36
Cl 5.20932 -4.39719 -2.36929 -0.14
Cl 3.24064 -2.30349 -2.77520 0.01
Cl 5.09414 -2.14120 -0.54118 -0.01
H 5.57848 -2.13193 -2.83721 0.49
```

Its HOMO-LUMO gap is 8.3 eV. The spin multiplicity is 1. The value obtained for the total energy is -805942.7967 eV. The calculation puts the HOMO energy at -8.29 eV. For the LUMO energy, the calculation gives -0.001 eV. The max |F| comes out at 0.0723 hartree/bohr.